# 1
Below is C17H24InN4O5 as an isolated structure at a distorted geometry, with properties calculated with the ωB97M-V functional and the def2-TZVPD basis.

```
51
Properties=species:S:1:pos:R:3:forces:R:3
O 2.159095 2.112734 -2.804610 -1.407 -1.063 -0.373
H 1.985363 2.725377 -3.539393 0.091 -0.226 0.354
In 0.363634 0.435720 -0.272237 -1.215 -0.831 1.765
N 1.634214 -1.369827 -0.127692 -0.442 -1.022 0.044
N 2.453023 0.990644 -0.035696 -0.606 0.859 -0.021
O 1.145122 -2.706058 0.037777 0.571 0.756 0.432
O 2.771827 2.365096 -0.166901 0.157 -0.153 -0.941
C 2.961993 -1.240670 -0.087331 -0.068 0.080 -0.082
C 3.440994 0.101512 -0.105588 -0.572 -0.713 -0.100
C 3.850825 -2.434802 0.041531 0.664 -0.121 -0.050
C 4.871732 0.453746 -0.216477 0.541 0.073 -0.064
H 3.409255 -3.367415 -0.341940 0.060 0.512 0.076
H 4.143750 -2.595083 1.095875 -0.057 0.024 -0.370
H 4.771496 -2.253795 -0.530452 -0.167 -0.119 0.271
H 5.004895 1.537138 -0.222800 0.024 -0.231 -0.011
H 5.306506 0.022406 -1.128007 -0.098 0.185 0.113
H 5.440496 0.031874 0.616708 -0.050 0.088 0.009
H 1.661787 -3.083850 0.784899 -0.597 0.195 -0.557
H 2.726522 2.496033 -1.159339 0.161 0.131 0.874
O 0.185001 2.621570 0.538092 0.685 0.265 -0.056
H -0.086176 2.705377 1.465386 -0.016 -0.035 -0.224
H 1.129047 2.937393 0.475256 -0.624 -0.239 0.112
C 1.034004 1.148242 -2.732488 1.152 1.085 -0.765
H 0.223047 1.618027 -2.133455 0.231 -0.107 -0.365
H 1.465051 0.212903 -2.324911 -0.222 0.389 -0.407
H 0.589324 0.921505 -3.715312 0.366 0.145 0.300
O -0.818891 -3.748306 -1.919168 0.066 0.649 0.994
H -0.284975 -3.306232 -1.216852 -0.431 -0.609 -0.708
H -1.701411 -3.818989 -1.518695 0.364 -0.044 -0.283
C -0.982610 -1.069905 3.707821 1.037 -0.039 -0.303
C -0.190791 -0.729108 2.610315 -1.010 -0.055 0.367
N -0.745878 -0.162539 1.515269 1.227 -0.404 -0.375
C -2.092620 0.022519 1.408780 -0.706 0.561 -0.994
C -2.922198 -0.173377 2.540703 0.605 -0.194 0.589
C -2.340220 -0.752904 3.690680 -1.011 0.579 -0.744
C -4.279830 0.269054 2.420753 -0.885 0.178 -0.646
C -4.786477 0.766785 1.239426 -0.120 -0.532 1.416
C -4.008685 0.813808 0.037902 0.334 0.132 -0.696
C -4.497250 1.197743 -1.224048 -0.477 -0.072 1.642
C -3.664472 1.142181 -2.327809 1.596 -0.283 -0.924
C -2.329490 0.767042 -2.168488 -1.095 0.452 -0.072
N -1.820406 0.497106 -0.946539 2.108 -0.232 -0.263
C -2.637999 0.446138 0.144313 -0.042 -0.348 1.650
H -0.518650 -1.551587 4.570588 -0.204 0.204 -0.287
H 0.888124 -0.914945 2.591861 -0.409 0.161 -0.024
H -2.968742 -0.944837 4.560676 0.170 0.048 -0.208
H -4.913165 0.167278 3.306438 0.089 0.158 -0.370
H -5.830495 1.086640 1.201692 0.332 -0.094 -0.012
H -5.528768 1.535085 -1.306468 0.201 -0.134 -0.048
H -4.023755 1.399549 -3.319695 0.053 -0.132 0.164
H -1.642172 0.676005 -3.010350 -0.351 0.125 0.174
```
Forces are in eV/Å.

Results
Frontier orbital gap (spin up / spin down) (eV): 7.15 / 4.54
HOMO level (spin up / spin down) (eV): -10.0 / -8.0
LUMO (spin up / spin down) (eV): -2.9 / -3.4
Total charge: +1
Spin multiplicity: 1

Here are the Mulliken charges for atoms 1 to 5, given in e:
1. O -0.59
2. H 0.31
3. In 1.13
4. N 0.06
5. N 0.05

=====

# 2
Below is one molecule with the formula C18H33N3O2, with properties calculated with the ωB97M-V functional and the def2-TZVPD basis.

```
56
Properties=species:S:1:pos:R:3:forces:R:3
N -4.624757 -1.214104 -0.257877 -0.299 -0.067 -0.102
C -3.761442 -2.044741 0.574526 -0.004 -0.156 0.269
C -3.542742 -1.410349 1.948435 -0.024 0.118 -0.290
C -3.086546 0.050525 1.914117 0.176 -0.152 0.109
C -1.776459 0.272606 1.150406 -0.292 -0.006 -0.070
C -2.024098 0.692610 -0.309623 -0.220 0.198 0.390
C -2.334044 2.191026 -0.411276 -0.216 -0.393 -0.264
N -1.156249 2.933384 -0.034776 -0.205 0.312 0.187
C 0.087920 2.491719 -0.320347 0.084 0.496 0.215
O 1.090973 3.010499 0.116036 0.150 -0.133 -0.126
C 0.129353 1.303385 -1.283656 0.117 -0.281 -0.335
O 1.037954 1.189361 -2.082735 0.152 0.215 0.098
N -0.890050 0.420861 -1.176356 0.053 0.143 -0.155
C -0.899673 -0.764723 -2.019958 0.110 -0.337 -0.099
C -0.147043 -1.953324 -1.403130 0.046 0.171 -0.227
C 1.348887 -1.935675 -1.744446 0.044 -0.127 0.228
C 2.232031 -2.642123 -0.708735 0.108 0.089 -0.006
C 2.857419 -1.725242 0.355738 -0.215 -0.023 -0.288
C 1.818565 -0.970390 1.184479 0.286 -0.241 0.291
C 2.490864 -0.152776 2.283669 -0.161 0.223 -0.146
C 3.478077 0.837942 1.676038 0.164 -0.153 0.184
C 4.519337 0.095901 0.844834 -0.103 0.194 -0.155
C 3.839688 -0.720475 -0.250615 0.173 -0.195 0.253
H -5.513517 -1.064949 0.210305 0.006 -0.011 -0.109
H -4.821353 -1.687526 -1.133853 -0.074 0.073 0.077
H -4.164918 -3.059527 0.728145 0.163 0.141 -0.069
H -2.806905 -2.148676 0.053066 0.075 -0.056 0.024
H -4.478310 -1.460713 2.511692 -0.019 -0.097 0.066
H -2.803807 -2.009912 2.483737 -0.019 -0.032 0.075
H -3.877277 0.653737 1.467699 -0.070 0.124 0.062
H -2.962567 0.378697 2.947666 -0.085 0.075 -0.009
H -1.175933 1.038399 1.644474 0.083 -0.033 0.001
H -1.192153 -0.646110 1.167771 0.110 -0.036 -0.020
H -2.887049 0.133856 -0.685261 0.182 0.170 -0.022
H -3.155025 2.456062 0.255364 0.035 -0.008 -0.019
H -2.628552 2.435765 -1.440851 -0.085 -0.081 0.148
H -1.238457 3.751576 0.550930 0.163 -0.102 -0.041
H -0.428977 -0.496979 -2.970039 -0.125 -0.039 0.021
H -1.943616 -1.027878 -2.205898 0.022 0.090 0.000
H -0.281406 -1.936150 -0.322382 -0.071 -0.047 0.075
H -0.592750 -2.881124 -1.770417 -0.023 -0.056 0.060
H 1.676895 -0.905700 -1.855052 0.004 -0.005 -0.095
H 1.481582 -2.414643 -2.716717 -0.006 0.077 -0.061
H 3.053916 -3.140001 -1.228701 0.018 -0.091 0.031
H 1.650449 -3.422462 -0.209182 0.011 -0.109 0.016
H 3.422469 -2.375412 1.037387 0.000 0.039 0.020
H 1.114339 -1.678648 1.632514 -0.122 0.008 -0.073
H 1.268641 -0.288519 0.535680 -0.166 0.024 -0.087
H 1.733171 0.383449 2.860742 0.005 -0.026 0.083
H 3.018255 -0.824412 2.967128 -0.013 -0.032 0.069
H 3.968739 1.407325 2.468685 -0.020 0.076 -0.013
H 2.938843 1.543141 1.040547 -0.015 0.078 -0.007
H 5.211470 0.810129 0.394722 0.082 -0.020 0.031
H 5.097829 -0.569168 1.492991 0.076 -0.014 0.013
H 4.590787 -1.250666 -0.841296 -0.004 -0.012 -0.092
H 3.311423 -0.034414 -0.913629 -0.043 0.037 -0.118
```
Forces are in eV/Å.

Results
Frontier orbital gap (eV): 9.75
HOMO level (eV): -9.2
LUMO (eV): 0.6
Total charge: 0
SMILES string: NCCCC[C@H]1CNC(=O)C(=O)N1CCCCC1CCCCC1
Spin multiplicity: 1

Here are the Mulliken charges for atoms 1 to 5, given in e:
1. N -0.52
2. C -0.18
3. C -0.91
4. C -0.88
5. C 0.37

=====

# 3
Below is one molecule with the formula H2N2O3 at a distorted geometry, with properties calculated with the ωB97M-V functional and the def2-TZVPD basis.

```
7
Properties=species:S:1:pos:R:3:forces:R:3
O -3.572706 -0.266007 -0.017709 2.618 0.651 -0.151
N -2.419781 -0.340225 0.263717 -1.319 -0.789 0.858
O -1.601967 0.622497 -0.338071 -2.445 0.782 -1.500
N -0.320396 0.564951 0.148744 -0.784 -4.914 3.181
O 0.280901 -0.635125 -0.370258 0.829 4.227 -3.408
H 0.080801 1.253446 -0.348773 2.016 2.885 -2.292
H 0.123496 -1.296705 0.212215 -0.914 -2.843 3.311
```
Forces are in eV/Å.

Results
Frontier orbital gap (eV): 10.24
HOMO level (eV): -10.4
LUMO (eV): -0.1
Total charge: 0
SMILES string: O=NONO
Spin multiplicity: 1

Here are the Mulliken charges for atoms 1 to 5, given in e:
1. O -0.31
2. N 0.29
3. O -0.05
4. N -0.16
5. O -0.40

=====

# 4
Below is a 2-piece molecular cluster, C5H16NO overall at a distorted geometry, with properties calculated with the ωB97M-V functional and the def2-TZVPD basis.

```
23
Properties=species:S:1:pos:R:3:forces:R:3
C -1.153198 0.911289 0.368260 -1.776 -1.126 3.090
C -0.596432 0.729191 -0.961396 -1.081 2.004 -2.172
C 0.697421 0.032141 -1.036242 0.376 -2.339 -2.524
C 0.510722 -1.378713 -1.707603 1.355 0.534 -0.804
C 0.151703 -2.405876 -0.688045 0.211 -1.121 3.858
N -0.606021 2.193930 1.256248 0.679 -1.308 -2.396
H -1.131942 -0.106125 0.945835 0.552 2.444 -0.524
H -2.230514 1.071035 0.313891 0.081 0.753 0.067
H -1.450699 0.252974 -1.552162 1.223 -0.051 0.825
H -0.560365 1.686316 -1.558371 0.061 -0.434 0.802
H 1.461418 0.539168 -1.576043 0.190 0.801 -0.993
H 1.211103 -0.165300 -0.165124 0.379 -0.081 2.332
H -0.270012 -1.242525 -2.402058 -0.983 -0.100 -1.086
H 1.410847 -1.589575 -2.335383 -0.571 -0.280 0.798
H 0.156501 -3.517284 -0.655433 -0.149 0.529 -1.901
H -0.824725 -2.210692 -0.133820 1.043 0.238 -0.725
H 0.967718 -2.359274 0.095564 -0.710 0.441 -0.239
H -1.077392 2.239452 2.161747 -0.558 0.615 -0.508
H 0.381542 2.108975 1.524977 -0.121 -0.588 -0.347
H -0.624560 3.003581 0.560148 -0.635 -0.887 1.783
H 1.830613 -0.111982 2.059606 -1.771 0.326 0.343
H 0.757418 -1.061203 1.748035 -0.644 -0.630 -0.132
O 0.821737 -0.152907 2.040627 2.848 0.259 0.455
```
Forces are in eV/Å.

Results
Frontier orbital gap (eV): 10.91
HOMO level (eV): -14.3
LUMO (eV): -3.4
Total charge: +1
Spin multiplicity: 1

Here are the Mulliken charges for atoms 1 to 5, given in e:
1. C -0.68
2. C -0.56
3. C -0.63
4. C -0.62
5. C -0.81

=====

# 5
Below is C17H24MgN4O5 as an isolated structure at a distorted geometry, with properties calculated with the ωB97M-V functional and the def2-TZVPD basis.

```
51
Properties=species:S:1:pos:R:3:forces:R:3
O 3.480513 -0.345817 -4.903335 -0.551 0.138 0.221
H 4.011182 0.426502 -4.670045 -0.316 -0.141 0.060
Mg 0.555879 0.071671 -0.370613 -0.572 -2.614 0.475
N -1.556214 -0.145914 -1.310676 -1.358 -1.163 -1.586
N 0.493394 -1.364068 -2.274770 -1.983 -0.672 -0.376
O -2.848460 0.325013 -0.926818 0.303 0.720 1.169
O 1.346729 -2.316318 -2.423930 0.583 0.581 -0.117
C -1.701420 -0.640474 -2.535454 0.616 1.307 2.379
C -0.569397 -1.317991 -3.099946 1.820 -0.097 0.739
C -3.035757 -0.503252 -3.163310 -0.146 -0.408 -1.191
C -0.637802 -2.069802 -4.383609 -0.285 -0.243 -0.213
H -3.251731 0.567968 -3.309184 -0.087 -0.434 0.088
H -3.803028 -0.938906 -2.510386 0.150 0.213 -0.289
H -3.048472 -1.006548 -4.140724 -0.086 0.217 0.297
H 0.294850 -2.606597 -4.572561 -0.141 0.131 0.150
H -0.828704 -1.383170 -5.219151 0.032 -0.135 0.095
H -1.462041 -2.795395 -4.366831 0.181 -0.013 -0.123
H -2.766034 0.528791 0.020631 0.149 -0.035 -0.400
H 2.613978 -0.238719 -4.457921 0.848 -0.027 -0.234
O 2.252407 -1.123704 -0.314689 0.654 -0.557 1.489
H 2.584726 -1.519015 0.527155 -0.352 0.378 -1.277
H 2.160091 -1.830748 -1.021144 -0.130 0.026 -0.268
C 0.830806 1.730415 -1.200706 0.363 2.818 -2.254
H 1.857805 1.504846 -1.572076 -0.249 0.438 -0.109
H 0.162062 1.786320 -2.064081 0.214 0.089 -0.396
H 0.825873 2.730050 -0.770851 0.075 0.142 0.035
O -3.243029 3.320793 -0.498664 0.196 -0.496 -0.359
H -3.128715 2.492966 -1.007667 -0.080 0.411 0.321
H -2.418109 3.795207 -0.652632 -0.054 -0.020 0.034
C -1.726656 -2.545934 2.400878 0.171 0.209 0.116
C -1.203094 -1.939063 1.249887 0.596 0.640 0.434
N -0.333290 -0.923511 1.325117 -0.397 -0.338 0.042
C 0.067172 -0.449927 2.523966 -0.309 -0.513 0.605
C -0.417752 -1.016410 3.744987 0.416 0.502 -1.001
C -1.339775 -2.075843 3.646724 -0.016 -0.058 -0.330
C 0.071376 -0.483865 4.978621 0.653 0.754 0.403
C 0.969724 0.562365 5.006675 -0.770 -0.890 0.671
C 1.436579 1.202555 3.820916 -0.461 -0.621 -1.015
C 2.283547 2.331018 3.816376 -0.005 0.020 -0.295
C 2.637648 2.905089 2.608017 -0.238 -0.450 0.087
C 2.207228 2.296362 1.415650 -0.503 -0.462 0.334
N 1.428162 1.215667 1.403607 0.245 -0.275 0.695
C 1.002137 0.670428 2.560452 0.701 0.992 0.880
H -2.420727 -3.369566 2.276151 0.047 0.106 0.177
H -1.482010 -2.257098 0.244684 0.080 0.099 0.245
H -1.737001 -2.510876 4.561419 0.053 0.004 -0.172
H -0.294358 -0.941375 5.902601 0.235 0.246 -0.240
H 1.341710 0.931080 5.964455 -0.184 -0.105 -0.201
H 2.637330 2.735345 4.765769 -0.137 -0.042 -0.243
H 3.232341 3.805286 2.529369 0.071 -0.074 0.208
H 2.468313 2.724190 0.447682 -0.042 -0.298 0.243
```
Forces are in eV/Å.

Results
Frontier orbital gap (eV): 6.03
HOMO level (eV): -6.9
LUMO (eV): -0.9
Total charge: 0
Spin multiplicity: 1

Here are the Mulliken charges for atoms 1 to 5, given in e:
1. O -0.65
2. H 0.31
3. Mg 0.83
4. N 0.78
5. N 0.40

=====

# 6
Below is C26H18N5ORuS3 as an isolated structure at a distorted geometry, with properties calculated with the ωB97M-V functional and the def2-TZVPD basis.

```
54
Properties=species:S:1:pos:R:3:forces:R:3
Ru -0.947609 -1.204866 -0.865825 0.907 0.602 -0.378
S -0.288635 -3.454940 -0.188577 0.005 -0.087 0.117
C 0.408165 -2.459126 1.021565 -0.108 -0.055 -0.082
N 0.101866 -1.179339 0.925438 -0.001 -0.193 0.216
C 0.717340 -0.396223 1.890004 -0.051 0.015 0.002
C 0.615480 0.984248 2.026039 -0.010 -0.015 0.021
C 1.304546 1.590223 3.059433 -0.010 0.021 -0.019
C 2.087248 0.842915 3.943361 -0.006 0.002 -0.006
C 2.198851 -0.529219 3.807697 -0.012 0.012 0.017
C 1.506978 -1.141039 2.770255 0.032 -0.001 0.009
S 1.466372 -2.836733 2.338412 0.009 0.013 -0.005
H 0.008023 1.552278 1.333956 0.005 -0.003 -0.011
H 1.232904 2.662217 3.186438 0.005 -0.001 0.009
H 2.609071 1.342735 4.748047 0.002 -0.003 0.001
H 2.800739 -1.107687 4.495748 0.005 -0.004 -0.009
C -2.933405 -1.519481 -1.238254 0.045 0.019 0.189
C -3.079891 -1.196918 0.183769 -0.318 -0.089 -0.009
C -2.992948 -2.210899 1.157340 -0.036 0.012 0.057
C -2.849624 -1.899251 2.491419 0.000 -0.003 -0.094
C -2.808463 -0.558248 2.882426 0.023 0.033 0.075
C -2.973162 0.462813 1.952031 0.001 -0.050 -0.026
C -3.113190 0.140932 0.613045 0.082 -0.018 0.033
C -2.588931 -0.231980 4.266349 -0.047 0.031 0.009
N -2.412392 0.030810 5.370934 0.028 -0.016 -0.003
H -3.312347 -0.779276 -1.938584 -0.057 -0.032 -0.008
H -3.147757 -2.548073 -1.512147 -0.067 0.020 -0.036
H -3.001865 -3.244558 0.842111 -0.011 -0.003 -0.004
H -2.748607 -2.680515 3.232210 -0.005 0.009 0.014
H -2.973058 1.496618 2.269460 -0.001 -0.005 0.022
H -3.240599 0.928987 -0.116218 0.017 -0.007 -0.016
N -0.844013 0.830277 -1.228295 -0.702 0.045 0.104
C -0.956601 1.954701 -1.490759 0.266 -0.212 -0.133
C -1.009614 3.289016 -1.838795 -0.038 0.063 0.075
C -0.101765 3.748248 -2.820383 -0.269 0.133 -0.038
N 0.650506 4.052530 -3.641647 0.021 0.096 0.012
C -1.950560 4.118174 -1.181909 0.088 0.146 0.044
N -2.712542 4.767984 -0.609129 -0.026 -0.051 -0.040
C 1.232720 -1.575466 -4.754118 0.064 0.051 0.004
S 0.363399 -0.505558 -3.622496 -0.128 0.019 -0.005
O -0.469347 -1.548385 -2.843098 -0.055 -0.195 -0.029
C 1.671512 -0.021342 -2.528283 0.148 0.016 -0.060
C 2.216756 -0.939401 -1.638421 -0.026 -0.012 0.000
C 3.136891 -0.489595 -0.705957 0.020 0.001 0.000
C 3.508196 0.850647 -0.684695 -0.003 -0.006 0.014
C 2.964234 1.750247 -1.590091 -0.041 -0.007 -0.012
C 2.024283 1.319656 -2.516860 0.096 -0.107 -0.035
H 1.775463 -2.330152 -4.188927 -0.018 -0.009 0.009
H 1.911359 -0.958582 -5.342323 0.004 -0.008 0.009
H 0.483219 -2.032029 -5.396759 -0.003 -0.003 -0.005
H 1.896884 -1.975875 -1.646068 0.005 -0.023 -0.012
H 3.554932 -1.182643 0.012987 0.005 -0.005 0.003
H 4.217581 1.197702 0.055237 0.004 -0.009 0.006
H 3.241309 2.795253 -1.559652 -0.002 0.012 -0.016
H 1.550096 2.028186 -3.187442 0.166 -0.141 0.021
```
Forces are in eV/Å.

Results
<S²>: 0.757
Frontier orbital gap (spin up / spin down) (eV): 6.95 / 6.95
HOMO level (spin up / spin down) (eV): -8.1 / -8.1
LUMO (spin up / spin down) (eV): -1.1 / -1.1
Total charge: 0
Spin multiplicity: 2

Here are the Mulliken charges for atoms 1 to 5, given in e:
1. Ru 0.35
2. S -0.36
3. C 0.22
4. N 1.21
5. C -1.35